1.
The following is a DFT calculation (ωB97M-V with the def2-TZVPD basis set) of a 2-piece molecular cluster, C3H8OS2 overall.

The geometry in XYZ format:
```
14
Properties=species:S:1:pos:R:3:forces:R:3:mulliken_charge:R:1
C -2.1479 -0.7632 -1.0936 -0.142 0.079 0.171 -0.868
C -1.6565 0.1476 -0.2659 -0.472 0.102 0.088 0.162
O -1.7426 0.0935 1.0950 0.394 -0.237 -0.007 -0.469
H -2.3037 -0.5077 -2.1282 0.437 -0.262 -0.207 0.238
H -2.5092 -1.7153 -0.7156 -0.215 0.128 -0.097 0.229
H -1.1715 1.0558 -0.5887 -0.140 0.130 -0.057 0.447
H -2.2639 -0.6850 1.3259 0.037 0.026 0.090 0.266
C 1.6256 0.7812 1.1088 -0.462 -0.036 -0.296 -0.651
S 1.7517 1.0621 -0.6836 0.491 0.336 0.194 -0.074
S 2.1982 -0.7846 -1.4205 -0.332 -0.372 0.007 -0.195
H 1.5951 1.7617 1.5865 0.101 -0.012 -0.074 0.263
H 0.6849 0.2732 1.3096 0.126 -0.125 0.188 0.190
H 2.4771 0.2111 1.4656 0.040 0.029 0.030 0.321
H 3.4627 -0.9304 -0.9953 0.136 0.214 -0.030 0.141
```
Forces are in eV/Å.

For the orbital gap, the calculation gives 9.408 eV. The SMILES is C=CO.CSS. Its charge is 0. The calculation puts the relative energy (zero: lowest compared OMol25 entry of this formula, charge and spin) at 21.0 kcal per mole. Its multiplicity is 1. The LUMO energy is 0.0242 hartree. The largest force on an atom is 0.63 eV/A.

***

2.
The following is a DFT calculation (ωB97M-V with the def2-TZVPD basis set) of a 2-piece molecular cluster, C3H8OSi overall at a distorted geometry.

The geometry in XYZ format:
```
13
Properties=species:S:1:pos:R:3:forces:R:3:mulliken_charge:R:1
C 0.9130 0.6308 -0.6952 0.683 -0.876 -4.758 -0.460
C 1.7699 0.2201 0.3925 -0.040 0.324 4.661 -0.507
C 0.5271 -0.5606 0.1540 -3.193 -0.988 -0.982 -0.406
O -2.3611 0.3147 -0.7908 -0.815 -0.282 0.109 -0.419
Si -2.3041 -0.5181 0.6207 2.708 0.738 0.521 0.486
H 0.3843 1.5937 -0.7851 0.313 -0.551 0.744 0.276
H 1.3675 0.3523 -1.7576 -1.166 0.661 2.024 0.161
H 2.5851 -0.4796 0.4375 0.819 0.470 -0.928 0.253
H 1.7897 0.8807 1.3172 -0.059 -0.760 -1.205 0.179
H 0.6425 -1.5603 -0.3556 -0.006 1.220 0.742 0.196
H -1.5884 0.0644 -1.2921 0.474 0.137 -0.548 0.366
H -2.4529 0.4792 1.7419 -0.263 -0.681 -0.329 -0.064
H -3.1553 -1.7713 0.7108 0.544 0.588 -0.051 -0.062
```
Forces are in eV/Å.

For the orbital gap (spin up / spin down), the calculation gives 7.817 / 7.818 eV. Its charge is 0. The calculation puts the relative energy (zero: lowest compared OMol25 entry of this formula, charge and spin) at 96.1 kcal per mole. Its multiplicity is 1. The LUMO energy (spin up / spin down) is -0.0068 / -0.0068 hartree. The largest force on an atom is 4.89 eV/A.

***

3.
The following is a DFT calculation (ωB97M-V with the def2-TZVPD basis set) of a 2-piece molecular cluster, C3H8S overall at a distorted geometry.

The geometry in XYZ format:
```
12
Properties=species:S:1:pos:R:3:forces:R:3:mulliken_charge:R:1
C -1.2935 0.6213 -0.6103 -0.996 -0.915 -0.020 -1.131
C -0.4464 -0.2059 0.3312 0.798 0.021 1.942 -0.122
C 1.0069 -0.4879 -0.1488 -1.065 -2.320 -2.788 -0.908
S 2.1076 -1.3269 0.9853 -0.601 4.210 0.599 0.335
H -2.3380 0.7201 -0.1991 1.158 -0.016 -0.166 0.319
H -1.4293 0.0843 -1.5606 0.252 0.602 -0.002 0.327
H -0.8411 1.6053 -0.6778 -0.173 0.107 -0.530 0.355
H -0.2751 0.4036 1.2186 -0.409 0.019 0.489 0.260
H -0.8563 -1.1694 0.6693 -0.221 0.445 -0.273 0.371
H 1.4057 0.3379 -0.7389 0.592 0.312 0.720 0.472
H 0.8490 -1.2643 -0.9354 0.262 0.233 0.276 0.413
H 2.1106 0.6819 1.6666 0.403 -2.699 -0.248 0.310
```
Forces are in eV/Å.

For the orbital gap (spin up / spin down), the calculation gives 9.003 / 7.302 eV. Its charge is +1. The calculation puts the relative energy (zero: lowest compared OMol25 entry of this formula, charge and spin) at 84.1 kcal per mole. Its multiplicity is 2. The LUMO energy (spin up / spin down) is -0.2641 / -0.3302 hartree. The largest force on an atom is 4.29 eV/A.

***

4.
The following is a DFT calculation (ωB97M-V with the def2-TZVPD basis set) of a 2-piece molecular cluster, C3H8S2 overall.

The geometry in XYZ format:
```
13
Properties=species:S:1:pos:R:3:forces:R:3:mulliken_charge:R:1
C -3.2772 3.0619 0.2936 0.154 0.510 -0.020 -0.424
C -3.5483 1.7806 0.1591 -0.351 -0.285 0.260 -0.441
H -3.8597 3.6897 0.9628 0.040 -0.143 -0.041 0.202
H -2.4858 3.5720 -0.2373 0.099 -0.097 -0.126 0.229
H -4.3556 1.3704 0.7433 -0.195 -0.198 0.077 0.200
H -3.0420 1.0716 -0.4789 0.255 0.211 -0.150 0.233
C 2.0450 -2.0420 0.1953 -0.172 -0.053 0.252 -0.732
S 3.7227 -1.4372 0.4655 0.039 0.119 0.398 -0.041
S 4.6754 -1.6308 -1.3013 0.119 -0.096 -0.589 -0.214
H 1.3540 -1.3624 0.6901 0.003 0.096 -0.035 0.258
H 1.9465 -3.0145 0.6519 -0.053 -0.344 0.111 0.282
H 1.7847 -2.1281 -0.8486 0.110 0.182 -0.320 0.295
H 5.0404 -2.9313 -1.2957 -0.047 0.097 0.183 0.152
```
Forces are in eV/Å.

For the orbital gap, the calculation gives 9.733 eV. The SMILES is C=C.CSS. Its charge is 0. The calculation puts the relative energy (zero: lowest compared OMol25 entry of this formula, charge and spin) at 29.2 kcal per mole. Its multiplicity is 1. The LUMO energy is 0.0245 hartree. The largest force on an atom is 0.61 eV/A.

***

5.
The following is a DFT calculation (ωB97M-V with the def2-TZVPD basis set) of a 2-piece molecular cluster, C3H8Se overall at a distorted geometry.

The geometry in XYZ format:
```
12
Properties=species:S:1:pos:R:3:forces:R:3:mulliken_charge:R:1
C 0.4017 1.0364 0.2299 1.997 -1.651 0.192 -0.993
C 0.3780 -1.5357 -0.2256 -2.025 -0.028 -1.618 -0.912
C -0.3848 -0.2202 -0.2204 -0.788 2.145 -2.446 -0.020
Se -2.3655 0.0668 0.1550 1.393 -1.302 -1.631 -0.035
H -0.1626 1.7136 0.8151 -0.717 0.718 0.325 0.369
H 0.8739 1.5464 -0.6008 -0.380 0.216 -0.383 0.245
H 1.3452 0.7976 0.8496 -1.493 -0.268 -0.604 0.296
H 0.0436 -2.1049 -1.1574 0.191 0.327 1.632 0.252
H 1.4326 -1.3039 -0.4715 -0.373 -0.377 1.088 0.364
H 0.0155 -2.0435 0.7107 1.301 -0.007 -0.768 0.277
H -0.8176 0.0392 -2.2121 0.756 -0.273 2.470 0.074
H -2.0529 0.5108 1.4468 0.136 0.499 1.744 0.084
```
Forces are in eV/Å.

For the orbital gap (spin up / spin down), the calculation gives 8.653 / 8.019 eV. Its charge is 0. The calculation puts the relative energy (zero: lowest compared OMol25 entry of this formula, charge and spin) at 83.6 kcal per mole. Its multiplicity is 1. The LUMO energy (spin up / spin down) is 0.0015 / -0.0060 hartree. The largest force on an atom is 3.35 eV/A.

***

6.
The following is a DFT calculation (ωB97M-V with the def2-TZVPD basis set) of a 2-piece molecular cluster, C3H8Si overall.

The geometry in XYZ format:
```
12
Properties=species:S:1:pos:R:3:forces:R:3:mulliken_charge:R:1
C 1.5462 1.0275 -1.4639 0.069 -0.039 -0.006 -0.877
C 0.3378 0.3894 -1.3776 -0.297 0.221 -0.111 0.470
C 0.1463 -0.8782 -0.8810 -0.029 -0.142 0.129 -1.080
Si -1.4528 -0.2663 2.5351 -0.007 0.147 0.461 0.154
H 1.6359 2.0186 -1.8672 -0.015 0.215 -0.088 0.277
H 2.4492 0.5406 -1.1415 0.217 -0.117 0.106 0.278
H -0.5404 0.9209 -1.7293 -0.021 0.043 -0.011 0.270
H 0.9748 -1.4633 -0.5229 0.209 -0.122 0.094 0.283
H -0.8250 -1.3382 -0.8628 -0.190 -0.057 -0.024 0.368
H -2.4028 -1.3513 2.6305 -0.251 -0.317 -0.149 -0.046
H -1.7981 0.9405 1.8217 -0.078 0.259 -0.338 -0.050
H -0.0709 -0.5402 2.8589 0.392 -0.093 -0.062 -0.047
```
Forces are in eV/Å.

For the orbital gap (spin up / spin down), the calculation gives 7.530 / 6.905 eV. Its charge is 0. The calculation puts the relative energy (zero: lowest compared OMol25 entry of this formula, charge and spin) at 73.9 kcal per mole. Its multiplicity is 1. The LUMO energy (spin up / spin down) is -0.0126 / -0.0101 hartree. The largest force on an atom is 0.48 eV/A.

***

7.
The following is a DFT calculation (ωB97M-V with the def2-TZVPD basis set) of one molecule with the formula C3H8Si2 at a distorted geometry.

The geometry in XYZ format:
```
13
Properties=species:S:1:pos:R:3:forces:R:3:mulliken_charge:R:1
C 0.5758 0.1645 1.4287 3.442 1.138 -1.132 -0.182
C -0.7365 0.1751 1.3677 -1.658 -0.334 -0.431 -0.487
Si -1.6553 -0.0698 -0.3441 -0.899 -0.016 0.298 0.198
Si 0.2936 -0.0480 -1.5254 0.975 0.488 3.176 0.365
C 1.4674 -0.0404 0.1747 -3.705 -2.092 -1.131 -0.884
H 1.2500 0.4625 2.3063 -1.610 -0.695 -0.731 0.268
H -1.2412 0.3036 2.3056 -0.525 0.128 0.272 0.416
H -2.4853 -1.3433 -0.5883 0.632 0.596 0.525 -0.092
H -2.6727 1.0123 -0.8019 0.859 -0.540 0.662 -0.088
H 0.5150 1.1550 -2.1969 0.193 1.590 -1.028 -0.135
H 0.6255 -1.1120 -2.3732 0.368 -1.368 -0.923 -0.150
H 2.3788 0.4509 0.1363 1.537 1.256 0.049 0.503
H 1.6849 -1.1106 0.1105 0.392 -0.151 0.393 0.267
```
Forces are in eV/Å.

For the orbital gap, the calculation gives 10.464 eV. The SMILES is C1=C[SiH2][SiH2]C1. Its charge is 0. The calculation puts the relative energy (zero: lowest compared OMol25 entry of this formula, charge and spin) at 9.3 kcal per mole. Its multiplicity is 1. The LUMO energy is 0.0401 hartree. The largest force on an atom is 4.40 eV/A.

***

8.
The following is a DFT calculation (ωB97M-V with the def2-TZVPD basis set) of a 2-piece molecular cluster, C3H9BO2S overall at a distorted geometry.

The geometry in XYZ format:
```
16
Properties=species:S:1:pos:R:3:forces:R:3:mulliken_charge:R:1
B -1.7406 0.0694 0.0354 0.738 -0.076 -1.034 0.665
C 2.5189 -0.3410 0.9418 -0.880 -2.111 0.363 -0.794
C -0.9702 -1.0321 -0.8431 1.902 0.929 2.748 -0.975
C 1.8729 -0.0185 -0.3680 0.963 1.202 -0.083 -0.085
O -1.0519 1.2134 0.4663 1.257 -3.135 -1.239 -0.495
O -3.0984 -0.0135 0.0280 -0.632 -0.737 0.069 -0.535
S 1.7020 1.6919 -0.6244 -1.431 -2.277 -0.963 -0.146
H 2.5894 0.5171 1.6046 0.231 -0.186 0.506 0.306
H 1.7219 -1.1609 1.3437 1.836 1.895 -0.448 0.199
H 3.4955 -0.9329 0.8887 -1.320 0.837 -0.214 0.322
H -1.3835 -2.0114 -0.9324 -0.503 -0.573 0.178 0.335
H -1.0315 -0.5643 -1.7901 0.353 0.372 -1.442 0.330
H 0.1611 -1.0825 -0.5093 -2.284 0.000 -1.094 0.222
H -1.6752 1.7489 0.8495 -2.130 2.526 1.588 0.215
H -3.7724 0.4908 0.4797 0.368 0.453 0.207 0.283
H 0.6619 1.4257 -1.5704 1.533 0.882 0.859 0.151
```
Forces are in eV/Å.

For the orbital gap, the calculation gives 8.104 eV. Its charge is 0. The calculation puts the relative energy (zero: lowest compared OMol25 entry of this formula, charge and spin) at 75.7 kcal per mole. Its multiplicity is 1. The LUMO energy is 0.0070 hartree. The largest force on an atom is 3.67 eV/A.

***

Which value of multiplicity does entry 8 give? 1

***

The highest multiplicity belongs to which entry? C3H8S

***

Which formula does entry 3 have? C3H8S

***

Look up the multiplicity of the seventh one. 1